No. 1
Computed, not measured: the molecule C2H3NOS3, with the ωB97M-V functional and the def2-TZVPD basis.

Bonds (Å) are listed after each position.
Cartesian coordinates (Å):
1 S 2.9387 -0.9231 0.5116  C2 1.636
2 C 1.8996 -0.1848 -0.5142  S1 1.636, S3 1.733, C6 1.477
3 S 2.2783 0.1965 -2.1617  C2 1.733, O4 1.634
4 O 0.7667 0.7838 -2.3652  S3 1.634, N5 1.446
5 N 0.0658 1.1542 -1.1559  O4 1.446, C6 1.411, H8 0.996
6 C 0.5096 0.2095 -0.2059  C2 1.477, N5 1.411, S7 1.930, H9 1.164
7 S -0.5528 -1.4014 -0.2045  C6 1.930, H10 1.424
8 H -0.8542 1.3744 -1.4668  N5 0.996
9 H 0.3858 0.6134 0.8791  C6 1.164
10 H -0.4107 -1.9036 1.1203  S7 1.424

Calculated values
Kohn-Sham gap   7.976 eV
Molar mass   153.3 Da
Total charge   0
ΔE to the lowest compared entry with this formula, charge and spin   3.079 eV
SMILES   S=C1SON[C@H]1S
Energy   -1402.43961 Ha

Just the Mulliken charges please, in e? Sure, here they are:
1. S -0.21
2. C 0.08
3. S 0.16
4. O -0.26
5. N -0.27
6. C 0.03
7. S -0.25
8. H 0.27
9. H 0.29
10. H 0.17

---

No. 2
Computed, not measured: the molecule C2H3NOS3, with the ωB97M-V functional and the def2-TZVPD basis.

Bonds (Å) are listed after each position.
Cartesian coordinates (Å):
1 O -0.0882 -1.1572 -1.7733  N2 1.379, H8 0.974
2 N -0.4898 -1.2211 -0.4560  O1 1.379, C3 1.328, H9 0.999
3 C -0.1577 -0.3894 0.5251  N2 1.328, S4 1.668, C5 1.562
4 S -0.3210 -0.7832 2.1375  C3 1.668
5 C 0.2658 1.0455 0.0761  C3 1.562, S6 1.632, S7 1.726
6 S -0.5364 1.6988 -1.1860  C5 1.632
7 S 1.4727 1.9378 0.9289  C5 1.726, H10 1.380
8 H -0.4673 -0.3168 -2.0864  O1 0.974
9 H -1.0112 -2.0541 -0.2773  N2 0.999
10 H 1.3331 1.2395 2.1113  S7 1.380

Calculated values
Kohn-Sham gap   7.519 eV
Molar mass   153.3 Da
Total charge   0
ΔE to the lowest compared entry with this formula, charge and spin   1.914 eV
SMILES   ONC(=S)C(=S)S
Energy   -1402.48243 Ha

Just the Mulliken charges please, in e? Sure, here they are:
1. O -0.33
2. N -0.14
3. C 0.40
4. S -0.34
5. C 0.18
6. S -0.33
7. S -0.11
8. H 0.31
9. H 0.21
10. H 0.17

---

No. 3
Computed, not measured: the molecule C2H3NOS3, with the ωB97M-V functional and the def2-TZVPD basis.

Bonds (Å) are listed after each position.
Cartesian coordinates (Å):
1 C 1.3251 0.9308 0.6011  C2 1.540, H8 1.129, H9 1.058, H10 1.162
2 C 0.0358 0.1085 0.4222  C1 1.540, S3 1.740, N4 1.260
3 S -1.1316 0.2797 1.7012  C2 1.740
4 N -0.1317 -0.4407 -0.6991  C2 1.260, S5 1.590
5 S -1.1087 -1.5763 -1.2313  N4 1.590, O6 1.448, S7 2.209
6 O -1.1688 -1.2575 -2.6424  S5 1.448
7 S -2.9583 -1.2180 -0.0786  S5 2.209
8 H 1.6594 0.4319 1.5568  C1 1.129
9 H 1.3477 1.9887 0.5863  C1 1.058
10 H 2.1311 0.7528 -0.2162  C1 1.162

Calculated values
Kohn-Sham gap (alpha / beta)   6.292 / 6.283 eV
Molar mass   153.3 Da
Total charge   0
ΔE to the lowest compared entry with this formula, charge and spin   3.410 eV
SMILES   CC(=S)N=S(=O)=S
Energy   -1402.42743 Ha

Just the Mulliken charges please, in e? Sure, here they are:
1. C -0.99
2. C 0.64
3. S -0.13
4. N -0.29
5. S 0.53
6. O -0.48
7. S -0.16
8. H 0.29
9. H 0.33
10. H 0.25